Density functional theory data (ωB97M-V/def2-TZVPD) for 2 unconnected molecules or ions with the total composition C4H9N.

```
14
Properties=species:S:1:pos:R:3:forces:R:3:mulliken_charge:R:1
C -1.225 -0.067 0.701 -0.231 -0.165 -0.281 -0.28
C -0.844 -1.295 1.056 -0.468 -0.189 -0.366 0.01
N 0.434 -1.723 1.470 1.250 -0.883 -0.609 -0.58
H -0.639 0.653 0.145 0.450 0.300 1.207 -0.22
H -2.271 0.162 0.872 -0.225 -0.215 -1.004 0.24
H -1.604 -2.066 0.900 -0.265 0.076 1.318 0.26
H 1.045 -2.103 0.744 -0.111 0.716 -0.352 0.24
H 0.373 -2.553 2.052 -0.518 0.236 0.291 0.28
C 1.333 1.650 -1.233 0.384 -0.986 -0.060 -0.48
C 0.215 1.584 -1.948 1.044 1.597 0.287 -0.54
H 1.364 1.732 -0.155 -0.226 0.316 0.060 0.28
H 2.300 1.444 -1.679 -0.003 0.037 -0.111 0.24
H -0.665 1.975 -1.456 -0.534 -0.563 -0.425 0.30
H 0.326 1.546 -3.026 -0.546 -0.275 0.046 0.27
```
Positions in Å, forces in eV/Å.

- Multiplicity: 1
- Relative energy (zero: lowest compared OMol25 entry of this formula, charge and spin): 61.3 kcal per mole
- SMILES: C=CN.C=C
- Energy: -212.45348 Ha
- Frontier orbital gap: 9.888 eV

Density functional theory data (ωB97M-V/def2-TZVPD) for C13H23N3O3S in the gas phase.

```
43
Properties=species:S:1:pos:R:3:forces:R:3:mulliken_charge:R:1
C 2.566 -1.844 -7.231 -0.086 0.262 0.329 -0.78
S 2.178 -0.170 -6.647 0.013 0.196 -0.478 -0.09
C 2.074 -0.526 -4.967 0.121 -0.713 0.207 0.50
N 2.239 -1.677 -4.392 0.103 0.172 -1.521 -0.29
N 2.063 -1.467 -3.070 -0.227 0.437 1.518 -0.57
C 1.804 -0.216 -2.900 0.241 -0.600 0.257 0.34
C 1.514 0.488 -1.633 -0.319 0.179 -0.242 -0.28
C 0.046 0.933 -1.585 0.120 0.259 0.177 -0.65
C -0.277 1.767 -0.347 -0.022 -0.326 -0.002 -0.67
C -0.214 0.969 0.953 -0.122 0.423 0.010 -0.25
C -0.625 1.832 2.149 -0.035 -0.140 -0.177 -0.94
N -0.602 1.095 3.388 0.356 -0.051 0.065 -0.14
C -1.733 0.685 4.013 0.399 0.086 0.017 0.71
O -2.847 1.007 3.678 -0.435 0.000 -0.061 -0.64
O -1.400 -0.099 5.056 0.123 -0.080 0.066 -0.46
C -2.424 -0.618 5.938 -0.480 -0.213 0.343 1.69
C -1.644 -1.425 6.977 -0.058 0.272 -0.379 -1.70
C -3.178 0.530 6.609 0.177 -0.052 -0.267 -1.65
C -3.382 -1.525 5.165 0.200 0.245 -0.054 -1.64
O 1.794 0.457 -4.085 -0.019 0.083 -0.097 -0.32
H 1.757 -2.511 -6.954 0.009 -0.098 -0.039 0.27
H 2.666 -1.780 -8.310 -0.004 0.052 -0.067 0.33
H 3.494 -2.170 -6.774 0.035 -0.092 -0.037 0.27
H 1.741 -0.199 -0.820 0.092 0.020 -0.051 0.23
H 2.160 1.366 -1.560 0.048 -0.010 0.107 0.30
H -0.595 0.049 -1.609 -0.039 -0.018 -0.074 0.36
H -0.166 1.527 -2.477 -0.042 -0.076 -0.030 0.35
H 0.414 2.611 -0.289 -0.009 0.119 -0.022 0.33
H -1.285 2.172 -0.458 -0.011 0.099 0.017 0.32
H -0.886 0.112 0.889 0.007 -0.089 0.029 0.23
H 0.798 0.595 1.117 0.039 -0.103 0.029 0.29
H -1.650 2.186 2.023 0.145 0.063 -0.024 0.37
H 0.042 2.696 2.233 -0.104 0.000 -0.047 0.34
H 0.271 0.707 3.708 -0.113 0.003 0.049 0.24
H -1.086 -2.220 6.489 0.051 -0.114 -0.032 0.40
H -2.328 -1.862 7.698 -0.087 -0.045 0.076 0.41
H -0.941 -0.780 7.499 0.069 0.060 0.092 0.40
H -2.479 1.187 7.122 0.055 0.051 0.096 0.38
H -3.721 1.106 5.865 -0.058 0.027 0.034 0.36
H -3.884 0.131 7.332 -0.056 -0.059 0.111 0.46
H -2.826 -2.314 4.664 0.040 -0.112 -0.021 0.38
H -3.922 -0.947 4.421 -0.060 -0.036 -0.007 0.35
H -4.094 -1.975 5.851 -0.059 -0.080 0.101 0.45
```
Positions in Å, forces in eV/Å.

- Multiplicity: 1
- Relative energy (zero: lowest compared OMol25 entry of this formula, charge and spin): 2.8 kcal per mole
- SMILES: CSc1nnc(CCCCCNC(=O)OC(C)(C)C)o1
- Energy: -1297.35755 Ha
- Frontier orbital gap: 9.487 eV

Density functional theory data (ωB97M-V/def2-TZVPD) for C21H28N4O4 in the gas phase.

```
57
Properties=species:S:1:pos:R:3:forces:R:3:mulliken_charge:R:1
C 0.912 -6.418 -3.593 0.213 0.045 0.169 -1.16
C 1.998 -6.062 -2.582 -0.171 -0.328 -0.023 -0.74
N 1.753 -4.776 -1.966 0.175 -0.126 -0.225 0.23
C 1.948 -3.569 -2.735 0.062 0.380 0.165 -0.76
C 2.680 -2.552 -1.873 0.166 0.158 -0.349 -0.92
N 1.911 -2.265 -0.678 0.215 -0.142 -0.334 0.39
C 2.096 -1.056 -0.103 -0.149 -0.252 0.220 0.40
O 2.868 -0.244 -0.584 0.195 0.340 0.021 -0.71
C 1.339 -0.745 1.184 0.057 0.339 -0.169 -0.54
C 1.042 0.753 1.217 0.144 0.085 0.045 -0.85
C 0.118 1.094 0.111 -0.228 -0.290 -0.118 0.25
N -0.582 0.277 -0.606 0.786 -0.405 0.988 0.48
N -1.290 1.022 -1.485 -0.659 0.905 -0.854 -1.03
C -0.988 2.256 -1.261 -0.027 -0.377 -0.342 0.75
C -1.571 3.470 -1.876 -0.126 0.045 0.131 -0.76
C -2.858 3.851 -1.111 0.192 0.065 0.000 -1.29
C -2.581 3.855 0.366 -0.220 0.192 -0.019 0.26
C -1.964 4.936 0.975 -0.157 -0.180 -0.101 -0.65
C -1.600 4.901 2.310 0.150 0.048 0.334 -0.55
C -1.844 3.760 3.064 -0.038 -0.108 -0.084 0.89
O -1.508 3.600 4.376 -0.176 -0.209 -0.228 -0.45
C -0.878 4.665 5.044 0.105 0.175 0.103 -0.89
C -2.477 2.672 2.462 0.117 0.056 0.190 -0.59
C -2.840 2.723 1.134 -0.006 0.103 0.063 -0.06
O -0.087 2.374 -0.257 0.166 0.070 0.020 -0.31
C 1.018 -3.296 -0.182 -0.493 -0.105 0.377 -0.22
C -0.447 -3.046 -0.593 0.066 0.004 0.174 -0.82
C 1.389 -4.697 -0.671 0.162 0.259 0.271 0.25
O 1.286 -5.663 0.060 -0.191 -0.194 0.292 -0.70
H 1.111 -7.399 -4.016 -0.015 -0.102 -0.109 0.42
H -0.058 -6.442 -3.103 -0.110 -0.007 0.027 0.30
H 0.879 -5.691 -4.401 -0.048 0.045 -0.120 0.32
H 2.013 -6.797 -1.775 0.098 0.093 -0.141 0.41
H 2.979 -6.046 -3.069 -0.025 0.001 0.077 0.38
H 0.993 -3.151 -3.073 0.083 -0.008 -0.100 0.23
H 2.551 -3.808 -3.613 -0.049 0.026 0.066 0.53
H 3.663 -2.952 -1.591 -0.054 0.047 -0.132 0.28
H 2.834 -1.612 -2.408 0.008 -0.175 0.038 0.50
H 0.406 -1.294 1.252 0.004 -0.119 0.072 0.35
H 1.982 -1.013 2.026 -0.059 -0.048 0.001 0.37
H 1.965 1.321 1.081 -0.071 -0.048 0.070 0.34
H 0.588 1.046 2.167 0.039 -0.010 -0.007 0.32
H -1.799 3.273 -2.923 0.117 0.005 -0.001 0.41
H -0.842 4.278 -1.800 -0.021 0.017 -0.093 0.32
H -3.632 3.118 -1.342 -0.021 0.051 -0.032 0.36
H -3.190 4.834 -1.449 -0.081 -0.030 -0.019 0.40
H -1.755 5.826 0.398 0.028 0.107 -0.065 0.39
H -1.120 5.764 2.745 0.041 0.056 0.079 0.41
H -0.713 4.318 6.063 0.012 0.075 -0.061 0.25
H -1.512 5.558 5.065 0.032 -0.027 -0.013 0.35
H 0.085 4.914 4.586 -0.045 0.003 0.009 0.35
H -2.667 1.793 3.058 -0.040 -0.104 0.083 0.46
H -3.319 1.868 0.679 -0.044 -0.092 -0.049 0.29
H 1.088 -3.332 0.910 0.020 -0.107 -0.235 0.57
H -1.110 -3.571 0.090 -0.093 -0.105 0.041 0.30
H -0.671 -1.980 -0.575 -0.019 -0.070 0.033 0.11
H -0.642 -3.414 -1.597 -0.020 -0.027 -0.140 0.38
```
Positions in Å, forces in eV/Å.

- Multiplicity: 1
- Relative energy (zero: lowest compared OMol25 entry of this formula, charge and spin): 72.2 kcal per mole
- SMILES: CCN1CCN(C(=O)CCc2nnc(CCc3ccc(OC)cc3)o2)[C@@H](C)C1=O
- Energy: -1337.02878 Ha
- Frontier orbital gap: 9.277 eV